1.
Density functional theory data (ωB97M-V with the def2-TZVPD basis set) for a structure of composition C30H26BCl2N4O4PdS in a non-equilibrium geometry.

## Properties
LUMO level (alpha / beta)   2.37 / 2.22 eV
Largest force on an atom   0.0333 Eh/bohr
M   726.8 g/mol
2S+1   3
Electronic energy   -3150.23878 Eh
Net charge   -1
HOMO energy (alpha / beta)   -0.1443 / -0.1808 hartree
HOMO-LUMO gap (alpha / beta)   6.30 / 7.14 eV

CARTESIAN COORDINATES (ANGSTROEM)
Pd  -0.191649  1.062459  -2.822121
Cl  5.405517  6.014871  -1.568489
C  4.339929  4.668645  -1.839921
C  4.808812  3.374350  -1.577310
C  3.973020  2.311297  -1.784477
Cl  4.532532  0.705831  -1.471327
C  2.620167  2.444596  -2.258175
O  1.904764  1.407872  -2.378871
C  2.202332  3.792222  -2.544185
C  0.922858  4.103149  -3.112012
O  0.049880  3.353014  -3.514085
C  3.075835  4.869685  -2.308650
H  5.813756  3.215698  -1.213999
H  0.745031  5.191527  -3.215367
H  2.726706  5.875283  -2.519456
S  -2.413592  0.874329  -2.296017
C  -2.543886  -0.906744  -2.488329
N  -3.726685  -1.371660  -2.220013
N  -3.878666  -2.758255  -2.355420
C  -3.340756  -3.644362  -1.401667
C  -2.381151  -3.270409  -0.457952
C  -1.877136  -4.213250  0.428628
C  -2.315525  -5.527820  0.406209
C  -3.280691  -5.899656  -0.522436
C  -3.787213  -4.972144  -1.414259
N  -1.491927  -1.644840  -2.846491
N  -0.337212  -1.056168  -3.033466
C  0.753420  -1.888643  -3.151540
C  0.695639  -3.227714  -2.728756
C  1.810585  -4.040497  -2.843416
C  2.997248  -3.552905  -3.369668
C  3.060891  -2.226338  -3.786948
C  1.957648  -1.401539  -3.685239
H  -4.857472  -2.934479  -2.502217
H  -2.021938  -2.254703  -0.423669
H  -1.123869  -3.908654  1.146875
H  -1.909308  -6.255695  1.098859
H  -3.639488  -6.921669  -0.555818
H  -4.529278  -5.270243  -2.149059
H  -0.226972  -3.604421  -2.306227
H  1.751116  -5.071012  -2.505981
H  3.866254  -4.196525  -3.449177
H  3.985505  -1.827622  -4.190412
H  2.023557  -0.368267  -3.993371
C  -0.735086  3.717525  4.783709
C  -0.604361  2.195972  4.884970
C  0.729835  1.881729  5.579792
C  -1.764450  1.677723  5.748845
C  -0.641912  1.518270  3.512866
C  -0.528043  0.130542  3.435008
C  -0.552465  -0.559973  2.228952
C  -0.707501  0.179813  1.077068
O  -0.755122  -0.229149  -0.217967
B  -0.988581  0.939546  -0.992640
O  -0.959710  2.060478  -0.123119
C  -0.824647  1.564899  1.135328
C  -0.786959  2.249155  2.332950
H  -0.701550  4.155079  5.784316
H  -1.683875  4.005053  4.323623
H  0.082417  4.148883  4.200512
H  0.771604  2.366976  6.560328
H  1.566406  2.243697  4.977411
H  0.859646  0.808171  5.726951
H  -1.753404  2.159423  6.731858
H  -1.698015  0.598688  5.899603
H  -2.721847  1.892627  5.268087
H  -0.415961  -0.443354  4.348148
H  -0.457688  -1.639062  2.190434
H  -0.877350  3.328665  2.328384

Forces on the atoms, in the same order (eV/Å):
Pd 1.24 0.53 -1.05
Cl 0.15 0.20 0.04
C -0.05 0.02 -0.01
C -0.34 -0.18 -0.10
C 0.17 0.10 0.06
Cl 0.07 -0.07 0.03
C -0.33 0.08 -0.04
O 0.12 0.06 -0.21
C 0.43 -0.56 0.23
C 0.11 0.53 -0.04
O -0.36 -0.55 0.11
C -0.13 0.11 -0.06
H 0.02 -0.01 0.00
H 0.01 0.03 -0.03
H 0.05 -0.02 0.01
S -0.79 0.20 -0.16
C 0.28 -0.19 0.00
N -0.25 0.23 0.04
N 0.26 -0.19 0.13
C 0.00 0.13 -0.06
C -0.05 -0.03 -0.05
C -0.04 0.05 -0.06
C 0.04 -0.12 0.06
C -0.01 0.05 0.00
C -0.03 0.08 -0.09
N 0.09 -0.51 0.02
N -0.33 0.78 0.07
C 0.47 -0.67 -0.10
C 0.01 0.02 -0.04
C -0.10 -0.09 0.06
C 0.15 0.05 -0.07
C 0.07 -0.08 0.00
C -0.24 -0.03 0.12
H -0.12 -0.06 0.02
H 0.02 0.05 0.01
H -0.02 0.00 -0.03
H -0.02 0.03 -0.03
H 0.00 0.01 0.00
H 0.03 0.01 0.03
H 0.05 0.04 -0.03
H 0.00 0.07 -0.02
H -0.03 0.04 0.00
H -0.05 -0.01 0.02
H -0.02 0.04 0.00
C 0.00 -0.03 -0.04
C 0.01 0.03 0.07
C -0.03 0.00 0.00
C 0.02 -0.01 -0.01
C 0.02 -0.05 0.11
C 0.00 0.01 0.19
C -0.01 -0.18 -0.29
C 0.12 0.34 0.18
O 0.05 -0.27 -0.04
B -0.87 -0.36 1.37
O 0.05 0.50 -0.22
C 0.17 -0.35 0.22
C -0.07 0.24 -0.29
H 0.00 -0.02 -0.01
H 0.06 0.01 0.01
H -0.06 0.00 0.02
H 0.00 -0.02 -0.04
H -0.02 -0.02 0.03
H 0.01 0.04 -0.01
H 0.00 -0.02 -0.04
H -0.01 0.04 -0.01
H 0.03 -0.02 0.03
H 0.00 0.01 -0.04
H 0.00 0.07 0.00
H 0.02 -0.10 0.00

2.
Density functional theory data (ωB97M-V with the def2-TZVPD basis set) for the molecule C4H10N2O in a non-equilibrium geometry.

## Properties
LUMO level   0.64 eV
Largest force on an atom   0.0431 Eh/bohr
M   102.1 g/mol
Energy relative to the best compared isomer or geometry (same formula, charge and spin)   83.5 kcal per mole
Electronic energy   -343.06834 Eh
HOMO energy   -0.3325 hartree
HOMO-LUMO gap   9.69 eV

CARTESIAN COORDINATES (ANGSTROEM)
C  1.926831  -0.730183  0.959246
C  0.939943  0.088380  0.078833
C  1.649150  1.101952  -0.745747
C  -1.133999  -0.913187  -0.591286
H  2.371216  -1.545659  0.396749
H  1.446954  -1.100282  1.892801
H  2.726685  -0.075819  1.320665
H  0.252620  0.519193  0.717508
H  2.285768  1.764827  -0.164635
H  2.340117  0.618303  -1.430484
H  0.992493  1.711012  -1.340723
H  -1.655426  -1.736624  -1.154475
H  -2.996900  -0.291331  0.071620
H  -1.720586  1.728425  -0.046806
N  0.109606  -0.855834  -0.757519
N  -1.996614  -0.216411  0.228399
O  -1.640679  1.078988  0.654417

Forces on the atoms, in the same order (eV/Å):
C -0.48 0.39 0.33
C 0.28 -2.20 -0.14
C 0.88 0.12 -0.62
C -0.40 -1.21 -0.95
H 0.00 -0.16 0.00
H 0.09 -0.06 -0.83
H 0.00 0.00 -0.21
H -0.69 1.32 1.43
H -0.17 0.08 0.38
H 0.02 -0.24 -0.28
H -0.46 0.27 -0.26
H 0.13 0.85 0.59
H 0.38 -0.04 -0.12
H -0.16 -0.15 -0.77
N 1.35 0.58 0.31
N -0.35 0.91 0.18
O -0.43 -0.47 0.94

3.
Density functional theory data (ωB97M-V with the def2-TZVPD basis set) for a structure of composition C23H54BaN4O9 in a non-equilibrium geometry.

## Properties
LUMO level   -3.49 eV
Largest force on an atom   0.1096 Eh/bohr
M   668.0 g/mol
Electronic energy   -1829.74566 Eh
HOMO energy   -0.1711 hartree
HOMO-LUMO gap   1.16 eV

CARTESIAN COORDINATES (ANGSTROEM)
Ba  6.465584  2.825291  -2.545645
C  -4.498376  -5.681959  0.470345
C  -4.014556  -4.612699  1.518425
C  -3.392976  -5.467279  2.768445
C  -2.058646  -6.078839  2.580365
C  -0.998916  -5.048689  2.026075
C  -1.499076  -4.181209  0.809505
N  -2.916546  -3.681719  1.009805
O  -3.379366  -2.842479  -0.078875
C  -1.293656  -5.141509  -0.401705
C  -0.459026  -3.112079  0.694875
C  -5.239636  -3.733089  2.042345
H  -5.355866  -6.255899  0.821635
H  -3.708376  -6.383599  0.202605
H  -4.714456  -5.136479  -0.448275
H  -4.087476  -6.254129  3.062795
H  -3.403456  -4.722859  3.564575
H  -2.185656  -6.873879  1.845595
H  -1.779866  -6.560349  3.517665
H  -0.058956  -5.545609  1.786025
H  -0.624936  -4.398529  2.816985
H  -1.927756  -4.890469  -1.252005
H  -1.477796  -6.198519  -0.209515
H  -0.259836  -5.128149  -0.746865
H  -0.398006  -2.527009  1.612525
H  -0.613106  -2.392729  -0.109415
H  0.559934  -3.436289  0.483445
H  -5.868876  -4.479039  2.527835
H  -5.851976  -3.254199  1.278265
H  -4.864846  -3.100189  2.846745
N  2.307564  2.818551  0.054885
O  2.895344  3.790121  -0.295935
O  1.068764  2.657621  -0.064365
O  2.960794  1.834701  0.284365
C  -2.767296  0.513571  5.370935
C  -2.264966  1.407041  4.285275
O  -2.855396  1.150791  3.055625
H  -2.465516  0.789181  6.381415
H  -2.497596  -0.540909  5.312395
H  -3.854086  0.461651  5.305465
H  -1.194936  1.374321  4.080215
H  -2.475766  2.437751  4.570435
H  -2.705576  0.205451  2.981605
C  9.105454  -5.023149  -0.803415
O  8.791824  -3.798159  -1.494715
C  7.497884  -3.375879  -1.235515
C  7.275534  -1.829739  -1.521025
N  8.204134  -0.902839  -0.889275
C  8.172604  -0.901979  0.541725
C  8.694734  0.379201  1.168155
O  7.866604  1.563481  0.979365
C  8.401084  2.621731  1.803035
H  10.129304  -5.244319  -1.104915
H  8.359814  -5.783469  -1.035885
H  9.194634  -4.859409  0.270515
H  7.169774  -3.500999  -0.203635
H  6.825354  -4.017469  -1.804865
H  6.374474  -1.459409  -1.032095
H  7.148234  -1.699299  -2.595685
H  9.065304  -1.411529  -1.029755
H  8.639574  -1.806649  0.931095
H  7.159964  -0.920289  0.944615
H  9.747324  0.479791  0.903505
H  8.740994  0.128511  2.227935
H  8.048364  3.625551  1.566325
H  9.472444  2.617191  1.602365
H  8.222154  2.492121  2.870415
C  -3.253966  6.270511  0.098485
O  -4.250566  5.891441  -0.837925
C  -5.105836  7.075061  -1.079355
C  -6.335506  6.584801  -1.906775
N  -5.878236  5.904481  -3.195215
C  -5.227696  6.841841  -4.118555
C  -4.997426  6.166361  -5.488055
O  -4.059426  5.085741  -5.375105
C  -3.808616  4.331511  -6.524115
H  -2.383726  5.679711  0.384385
H  -3.592226  6.695571  1.043475
H  -2.649376  6.987481  -0.456965
H  -4.557666  7.929881  -1.475455
H  -5.514426  7.383231  -0.116975
H  -7.063516  7.321861  -2.245655
H  -6.999376  5.908241  -1.368595
H  -6.757956  5.748771  -3.666325
H  -4.265316  7.155981  -3.714535
H  -5.873086  7.715251  -4.211905
H  -4.615656  6.895901  -6.202275
H  -5.976186  5.911701  -5.894615
H  -3.632346  5.023961  -7.347245
H  -4.787986  3.872291  -6.658445
H  -2.966236  3.639801  -6.517425

Forces on the atoms, in the same order (eV/Å):
Ba -0.54 -0.30 0.85
C 0.79 1.28 -0.29
C 0.47 -0.85 0.89
C -1.79 2.33 -0.62
C 1.21 0.59 -1.28
C -1.03 -0.27 1.11
C 0.72 -2.34 0.54
N -1.32 1.25 -3.91
O 1.78 -2.98 3.94
C -0.75 -0.12 -0.79
C 0.18 2.22 -0.24
C 1.33 -1.87 -0.01
H -0.04 0.28 0.11
H 0.08 -0.02 0.24
H -0.39 -0.10 -0.06
H -0.36 0.15 -0.17
H 0.28 -0.10 0.41
H 0.25 -0.22 -0.08
H 0.42 0.11 -0.04
H -0.20 -0.28 -0.66
H -0.63 0.34 0.35
H -0.01 0.30 0.00
H -0.28 0.04 0.43
H 0.04 0.34 0.12
H -0.11 0.10 0.07
H -0.57 -0.01 -0.05
H -0.18 -0.79 0.27
H -0.26 -0.01 0.11
H 0.57 0.23 0.00
H -0.17 0.45 -0.36
N -3.30 -3.07 -1.93
O 1.67 5.28 -1.04
O -0.20 1.39 0.68
O 2.57 -3.63 1.82
C -0.47 -1.04 0.70
C 1.04 1.14 0.34
O -0.86 -0.54 -0.48
H -0.05 0.40 -0.06
H 0.50 -0.12 -0.49
H -0.17 0.42 0.22
H 0.42 -0.16 0.75
H -0.15 0.12 -0.16
H -0.27 -0.22 -0.85
C 0.59 1.15 -0.37
O 0.88 -0.11 0.67
C -1.37 1.34 0.26
C -1.08 -0.80 0.53
N 1.47 -0.87 -1.45
C -1.75 0.92 1.00
C 0.27 -0.52 0.68
O 0.72 -0.52 0.07
C 0.66 -0.35 -0.40
H -0.29 -0.52 -0.35
H 0.24 -0.21 -0.01
H -0.51 0.08 0.22
H 0.46 -0.33 0.49
H -0.47 0.32 -0.34
H -0.89 -0.93 -0.42
H 0.47 0.40 -0.03
H 0.96 0.67 -0.74
H 0.43 0.25 0.49
H -0.53 -0.35 -0.41
H 0.10 0.87 -0.49
H -0.18 0.32 0.39
H -0.52 -0.33 -0.52
H 0.23 0.27 0.36
H -0.09 -0.43 0.01
C 1.39 1.51 -0.71
O -0.78 0.85 0.48
C -1.05 -2.14 0.50
C 1.27 -0.47 -1.76
N -0.51 0.49 0.87
C 0.50 -0.91 0.16
C 0.66 0.05 0.31
O 0.37 1.02 1.76
C -1.73 1.07 -0.71
H -0.92 -1.82 -0.42
H -0.59 0.16 -0.12
H -0.06 1.13 0.30
H 0.17 -0.22 -0.41
H 0.09 0.20 0.24
H 0.40 1.17 0.45
H 0.71 -0.44 0.31
H -0.27 -0.71 -0.07
H 0.03 -0.02 0.03
H 0.09 0.49 -0.53
H 0.28 0.30 -0.06
H -0.21 -0.83 -0.07
H 0.07 0.00 -0.49
H 0.28 -0.96 -0.96
H -0.21 0.07 0.87

4.
Density functional theory data (ωB97M-V with the def2-TZVPD basis set) for the molecule C4H9NO.

## Properties
LUMO level   1.08 eV
Largest force on an atom   0.0057 Eh/bohr
M   87.1 g/mol
Energy relative to the best compared isomer or geometry (same formula, charge and spin)   49.6 kcal per mole
Electronic energy   -287.75343 Eh
HOMO energy   -0.3321 hartree
HOMO-LUMO gap   10.12 eV

CARTESIAN COORDINATES (ANGSTROEM)
C  1.501739  -0.008295  1.191498
C  -0.317597  -0.232728  -1.339640
O  0.001345  -1.576481  -1.148504
C  -0.366787  0.634437  -0.115608
C  -1.644554  0.247949  -0.823891
N  0.042106  -0.034738  1.087747
H  1.909974  -0.762269  0.509564
H  1.927711  0.967495  0.903720
H  1.817312  -0.244799  2.212041
H  0.124681  0.160042  -2.250570
H  -0.102954  -1.723967  -0.191400
H  -0.048616  1.675739  -0.229953
H  -2.257232  -0.535051  -0.384023
H  -2.198287  1.040265  -1.321733
H  -0.388840  0.392401  1.900754

Forces on the atoms, in the same order (eV/Å):
C 0.16 -0.05 0.03
C 0.04 0.21 -0.20
O -0.05 -0.08 0.17
C 0.05 0.11 -0.07
C -0.16 0.01 0.02
N -0.09 0.19 0.09
H 0.04 0.16 0.14
H -0.06 -0.14 0.14
H -0.07 0.00 -0.17
H -0.22 -0.06 0.10
H 0.07 -0.05 -0.17
H -0.02 -0.18 0.00
H 0.10 0.17 0.03
H 0.16 -0.18 0.00
H 0.04 -0.10 -0.11

5.
Density functional theory data (ωB97M-V with the def2-TZVPD basis set) for a cluster of 2 separate species, C2H7N2OS in total in a non-equilibrium geometry.

## Properties
LUMO level   -5.27 eV
Largest force on an atom   0.1178 Eh/bohr
M   107.2 g/mol
Energy relative to the best compared isomer or geometry (same formula, charge and spin)   88.6 kcal per mole
Electronic energy   -662.94835 Eh
Net charge   +1
HOMO energy   -0.4564 hartree
HOMO-LUMO gap   7.15 eV

CARTESIAN COORDINATES (ANGSTROEM)
C  -1.248338  -0.159477  0.547217
C  1.307573  -1.048862  -0.982958
N  -1.965833  2.297363  1.233246
N  1.987823  0.044467  -1.329703
O  -2.144915  -0.482266  1.444169
S  -1.062531  1.507152  0.148623
H  0.308399  -0.854618  -0.627703
H  2.041994  -1.931791  -1.022203
H  -1.474747  2.901295  2.013843
H  -2.517864  2.934720  0.610160
H  -2.271030  -1.493727  1.701045
H  1.458142  0.880958  -1.456495
H  2.943743  0.170749  -1.493760

Forces on the atoms, in the same order (eV/Å):
C -0.01 -0.77 -0.50
C 5.66 1.59 -1.44
N -1.09 4.16 1.49
N -3.72 -2.12 0.92
O -0.16 -1.37 0.72
S 1.26 -2.67 0.25
H -1.32 -0.68 0.18
H -1.96 0.79 0.54
H -1.02 -1.71 -2.23
H 0.11 -0.36 1.56
H 0.92 2.89 -1.31
H -0.46 0.86 0.28
H 1.79 -0.61 -0.46

6.
Density functional theory data (ωB97M-V with the def2-TZVPD basis set) for a cluster of 2 separate species, C6H9N2O2 in total in a non-equilibrium geometry.

## Properties
LUMO level   3.79 eV
Largest force on an atom   0.0925 Eh/bohr
M   141.2 g/mol
Energy relative to the best compared isomer or geometry (same formula, charge and spin)   43.5 kcal per mole
Electronic energy   -494.05331 Eh
Net charge   -1
HOMO energy   -0.1699 hartree
HOMO-LUMO gap   8.41 eV

CARTESIAN COORDINATES (ANGSTROEM)
C  3.346592  -0.976902  -2.501249
C  2.049523  -1.146476  -1.713327
O  1.291455  -0.263916  -2.069029
O  1.780239  -2.030508  -0.824256
H  4.213738  -0.321062  -2.165867
H  3.011480  -0.516503  -3.316895
H  3.700810  -1.994418  -2.844917
C  -2.942870  0.558965  2.675911
C  -0.692995  1.570773  0.099502
C  -1.060268  -0.375268  1.065860
C  -1.988525  0.624613  1.444240
N  -0.288537  0.199397  0.120672
N  -1.709178  1.883839  0.882656
H  0.415281  -0.156880  -0.582467
H  -0.351548  2.317566  -0.472305
H  -1.090713  -1.341452  1.453114
H  -2.438796  0.948031  3.539461
H  -3.512729  -0.331845  2.625858
H  -3.732958  1.352045  2.583039

Forces on the atoms, in the same order (eV/Å):
C 2.89 -3.18 2.03
C 1.18 -2.01 2.48
O -2.93 2.41 -0.32
O 1.19 1.00 -1.52
H -1.17 -1.10 0.42
H -1.14 1.87 -3.56
H 0.20 0.97 0.58
C -0.17 2.42 -2.66
C -1.12 -3.50 1.57
C -2.64 3.16 -0.03
C 0.11 0.10 2.08
N 0.14 3.34 -0.39
N 0.62 -3.13 0.11
H -0.56 -0.11 0.31
H 2.02 1.94 -2.53
H 0.53 -1.50 0.00
H 0.37 -0.96 0.93
H -0.07 -1.26 0.99
H 0.55 -0.47 -0.50